ORCA calculation (ωB97M-V/def2-TZVPD) on the molecule C3H6O.

Summary:
Calculated total energy, eV: -5255.1826
Multiplicity: 1
SMILES: CC(C)=O
Frontier orbital gap, eV: 10.4

Last column: Mulliken charge in e.
Element x y z (Å)
C  1.272  0.516  -0.183  -0.94
C  -0.047  0.170  0.494  0.65
O  0.117  -0.052  1.671  -0.52
C  -1.319  -0.407  -0.168  -0.93
H  1.993  -0.247  0.162  0.28
H  1.171  0.459  -1.255  0.30
H  1.675  1.477  0.166  0.29
H  -1.642  -0.074  -1.160  0.32
H  -1.036  -1.468  -0.237  0.24
H  -2.184  -0.374  0.509  0.30

ORCA calculation (ωB97M-V/def2-TZVPD) on a cluster of 3 separate species, C35H29ClN5O5P in total.

Summary:
Calculated total energy, eV: -76262.7166
Multiplicity: 1
SMILES: CP(O)[C@@H](C#N)[C@@](Cl)(C#N)CC(N)(N)N.O=C1c2ccccc2C(=O)c2ccccc21.O=C1c2ccccc2C(=O)c2ccccc21
Frontier orbital gap, eV: 7.7

Last column: Mulliken charge in e.
Element x y z (Å)
C  -2.080  1.190  -3.416  -0.78
P  -3.151  1.079  -5.012  0.03
O  -4.073  2.565  -5.086  -0.50
C  -4.329  -0.410  -4.919  0.06
C  -3.456  -1.772  -4.824  -0.03
N  -2.766  -2.772  -4.892  -0.49
C  -5.424  -0.390  -3.727  1.40
Cl  -5.073  -1.900  -2.675  -0.14
C  -5.346  0.850  -2.734  -0.39
N  -5.293  1.810  -2.007  -0.53
C  -6.877  -0.656  -4.380  -1.21
C  -7.797  0.655  -4.565  0.37
N  -7.130  1.787  -5.279  -0.54
N  -8.949  0.233  -5.464  -0.65
N  -8.471  1.101  -3.284  -0.67
H  -2.020  0.162  -2.883  0.31
H  -2.610  1.963  -2.739  0.17
H  -1.002  1.545  -3.655  0.40
H  -4.180  2.722  -6.064  0.35
H  -4.853  -0.475  -5.955  0.32
H  -6.836  -1.177  -5.417  0.30
H  -7.443  -1.377  -3.677  0.43
H  -6.657  2.425  -4.624  0.31
H  -6.515  1.467  -6.040  0.24
H  -9.275  -0.689  -5.135  0.30
H  -8.616  0.193  -6.438  0.26
H  -7.895  1.854  -2.843  0.33
H  -9.313  1.610  -3.621  0.34
C  -1.440  3.574  1.778  -0.64
C  -0.782  3.977  2.938  -0.45
C  0.593  3.801  3.055  -0.76
C  1.313  3.209  2.016  0.42
C  0.650  2.784  0.865  0.01
C  -0.728  2.978  0.743  -0.56
C  1.393  2.111  -0.224  0.52
O  0.814  1.743  -1.232  -0.67
C  2.846  1.885  -0.067  0.21
C  3.549  1.200  -1.060  -0.63
C  4.919  0.994  -0.928  -0.58
C  5.593  1.478  0.191  -0.61
C  4.897  2.155  1.186  -0.77
C  3.518  2.352  1.063  0.43
C  2.777  3.043  2.142  0.65
O  3.365  3.465  3.126  -0.73
H  -2.512  3.720  1.684  0.42
H  -1.340  4.430  3.751  0.40
H  1.102  4.121  3.960  0.48
H  -1.248  2.661  -0.156  0.70
H  3.031  0.823  -1.937  0.47
H  5.463  0.457  -1.699  0.41
H  6.664  1.323  0.289  0.42
H  5.428  2.525  2.056  0.88
C  4.559  0.646  3.828  -0.56
C  5.911  0.346  3.669  -0.83
C  6.336  -0.978  3.665  -0.65
C  5.410  -2.009  3.833  0.31
C  4.061  -1.709  4.017  0.20
C  3.635  -0.379  4.003  -0.83
C  3.076  -2.790  4.246  0.52
O  1.895  -2.529  4.404  -0.67
C  3.547  -4.192  4.289  0.20
C  2.640  -5.218  4.561  -0.54
C  3.071  -6.541  4.591  -0.47
C  4.408  -6.844  4.340  -0.45
C  5.316  -5.825  4.074  -0.55
C  4.889  -4.496  4.058  0.15
C  5.869  -3.416  3.809  0.63
O  7.041  -3.681  3.594  -0.68
H  4.228  1.678  3.822  1.03
H  6.635  1.146  3.545  0.47
H  7.390  -1.205  3.534  0.46
H  2.584  -0.139  4.133  0.53
H  1.596  -4.989  4.755  0.46
H  2.365  -7.336  4.807  0.39
H  4.743  -7.877  4.355  0.40
H  6.357  -6.068  3.884  0.46

ORCA calculation (ωB97M-V/def2-TZVPD) on a structure of composition C25H45AsN2PdSb2.

Summary:
Calculated total energy, eV: -107027.5963
Multiplicity: 1
Frontier orbital gap, eV: 7.4

Last column: Mulliken charge in e.
Element x y z (Å)
Pd  0.046  0.197  0.432  0.00
C  3.057  -3.167  -2.297  -1.43
Sb  1.460  -1.880  -1.594  0.65
C  2.767  -0.174  -1.566  -1.14
C  1.764  -2.341  0.515  0.24
C  1.126  -3.593  1.057  0.71
C  1.049  -4.736  0.258  -0.21
C  0.533  -5.933  0.723  -1.00
C  0.079  -6.015  2.030  -0.59
C  0.143  -4.894  2.838  -0.63
C  0.651  -3.674  2.378  0.86
C  0.627  -2.517  3.334  -1.59
Sb  -1.458  -1.967  3.763  0.75
C  -1.203  0.170  3.531  -0.59
C  -2.156  -2.300  1.758  -1.07
H  2.715  -4.172  -2.539  0.38
H  3.838  -3.227  -1.537  0.39
H  3.476  -2.719  -3.200  0.45
H  3.615  -0.365  -0.908  0.37
H  2.221  0.700  -1.216  0.02
H  3.133  0.003  -2.578  0.57
H  1.424  -1.466  1.075  -1.15
H  2.850  -2.377  0.653  0.47
H  1.414  -4.688  -0.761  0.11
H  0.490  -6.795  0.069  0.41
H  -0.323  -6.942  2.419  0.40
H  -0.213  -4.954  3.862  0.40
H  1.171  -1.645  2.980  0.20
H  1.063  -2.815  4.289  0.61
H  -0.453  0.539  4.233  0.36
H  -2.147  0.674  3.744  0.45
H  -0.902  0.407  2.500  -0.37
H  -2.212  -3.370  1.561  0.42
H  -1.476  -1.830  1.043  0.01
H  -3.151  -1.865  1.654  0.47
N  1.927  1.081  1.767  0.19
C  3.108  1.863  1.401  -0.88
C  3.449  3.047  2.311  -0.80
C  2.597  4.313  2.168  -0.58
C  1.173  4.269  2.714  -0.77
N  0.272  3.525  1.834  -0.47
H  1.141  1.744  1.774  0.22
H  2.009  0.710  2.707  0.07
H  2.957  2.225  0.381  0.33
H  3.970  1.193  1.368  0.39
H  4.483  3.335  2.101  0.36
H  3.427  2.713  3.355  0.30
H  2.562  4.604  1.111  0.29
H  3.111  5.124  2.691  0.34
H  0.839  5.299  2.885  0.42
H  1.170  3.770  3.688  0.33
H  0.169  3.982  0.937  0.14
H  -0.649  3.426  2.243  0.18
C  -2.629  -0.844  -1.824  -1.29
As  -1.588  0.633  -1.096  0.63
C  -3.049  1.836  -0.607  -1.38
C  -0.952  1.482  -2.773  -1.37
C  -2.025  1.841  -3.748  0.62
C  -2.455  0.931  -4.713  -0.28
C  -3.479  1.254  -5.591  -0.66
C  -4.093  2.497  -5.525  -0.44
C  -3.669  3.416  -4.576  -0.64
C  -2.646  3.089  -3.698  -0.33
H  -3.361  -0.504  -2.557  0.48
H  -3.140  -1.338  -0.998  0.39
H  -1.947  -1.559  -2.282  0.26
H  -3.766  1.955  -1.419  0.44
H  -2.639  2.810  -0.339  0.30
H  -3.554  1.425  0.266  0.40
H  -0.243  0.770  -3.199  0.42
H  -0.388  2.360  -2.457  0.55
H  -1.977  -0.040  -4.776  0.42
H  -3.796  0.534  -6.335  0.38
H  -4.890  2.750  -6.211  0.38
H  -4.134  4.392  -4.519  0.38
H  -2.316  3.815  -2.963  0.35

ORCA calculation (ωB97M-V/def2-TZVPD) on a cluster of 9 separate species, C40H62IN12O5PS in total.

Summary:
Calculated total energy, eV: -98820.5130
Multiplicity: 1
SMILES: COCCCCCCCCCCCc1nc2c([PH2]=N)c(S(C)(=O)=O)c(ON=O)cc2nc1C[C@@H](C)I.CC#N.CC#N.CC#N.CC#N.CC#N.CC#N.CC#N.CC#N
Frontier orbital gap, eV: 7.7

Last column: Mulliken charge in e.
Element x y z (Å)
C  -3.269  3.087  -0.347  -0.77
O  -2.365  3.592  -1.312  -0.10
C  -1.329  4.402  -0.773  -0.57
C  0.019  3.640  -0.600  -0.94
C  -0.107  2.127  -0.840  0.01
C  -0.349  1.756  -2.337  -0.54
C  0.758  0.853  -2.936  -0.91
C  0.343  -0.655  -2.862  -0.24
C  1.597  -1.490  -2.572  -0.53
C  1.332  -3.025  -2.517  -0.72
C  1.187  -3.574  -1.068  0.40
C  2.545  -4.006  -0.392  -0.82
C  3.044  -2.926  0.611  -0.39
C  2.345  -3.002  1.967  0.49
N  1.092  -2.612  2.011  0.02
C  0.513  -2.655  3.257  -0.55
C  -0.848  -2.212  3.392  0.35
P  -1.716  -1.669  1.820  1.20
N  -2.840  -2.673  1.384  -0.74
C  -1.475  -2.198  4.635  -0.23
S  -3.162  -1.605  4.910  1.44
C  -3.064  0.202  4.825  -1.02
O  -4.096  -2.138  3.962  -0.56
O  -3.599  -1.906  6.246  -0.68
C  -0.707  -2.683  5.742  -0.10
O  -1.255  -2.733  7.017  -0.30
N  -1.308  -4.140  7.427  0.13
O  -2.100  -4.731  6.832  -0.18
C  0.564  -3.123  5.609  -0.03
C  1.228  -3.119  4.364  0.11
N  2.516  -3.573  4.347  -0.51
C  3.026  -3.480  3.152  -0.11
C  4.489  -3.916  3.022  -1.02
C  5.464  -2.861  3.625  -0.25
C  6.831  -2.786  2.926  -1.35
I  4.614  -0.863  3.801  0.01
H  -3.509  3.789  0.464  0.38
H  -2.926  2.107  0.032  0.10
H  -4.208  2.882  -0.877  0.24
H  -1.657  4.894  0.157  0.35
H  -1.155  5.204  -1.512  0.31
H  0.817  4.090  -1.208  0.36
H  0.339  3.769  0.450  0.36
H  -0.868  1.699  -0.173  -0.38
H  0.862  1.677  -0.557  0.53
H  -0.501  2.689  -2.892  0.48
H  -1.300  1.202  -2.377  0.22
H  0.884  1.131  -3.993  0.25
H  1.691  1.004  -2.372  0.48
H  -0.370  -0.707  -2.020  0.13
H  -0.178  -0.939  -3.786  0.27
H  1.947  -1.189  -1.570  -0.14
H  2.380  -1.278  -3.313  0.48
H  2.142  -3.532  -3.056  0.29
H  0.426  -3.244  -3.110  0.47
H  0.483  -4.419  -1.118  0.57
H  0.678  -2.805  -0.466  -0.80
H  3.269  -4.164  -1.197  0.51
H  2.334  -4.976  0.083  0.34
H  2.729  -1.955  0.197  -0.22
H  4.134  -2.876  0.693  0.51
H  -0.744  -1.623  0.796  -0.42
H  -2.139  -0.334  2.032  -0.15
H  -2.645  -3.074  0.472  0.23
H  -2.533  0.521  5.731  0.40
H  -4.058  0.652  4.757  0.35
H  -2.411  0.457  3.981  0.34
H  1.089  -3.461  6.502  0.50
H  4.557  -4.814  3.659  0.45
H  4.746  -4.236  2.009  0.51
H  5.653  -3.166  4.662  0.49
H  6.722  -2.594  1.850  0.35
H  7.483  -3.640  3.155  0.35
H  7.352  -1.905  3.334  0.39
C  3.172  1.787  6.840  -0.76
C  2.988  2.395  5.532  0.34
N  2.842  2.881  4.501  -0.42
H  4.028  2.216  7.359  0.28
H  2.299  1.938  7.473  0.30
H  3.342  0.712  6.761  0.24
C  2.077  -6.463  -5.525  -0.98
C  2.487  -6.097  -4.177  0.47
N  2.809  -5.804  -3.115  -0.37
H  2.383  -7.479  -5.768  0.33
H  0.994  -6.408  -5.636  0.28
H  2.519  -5.797  -6.265  0.28
C  2.516  6.155  7.195  -0.78
C  2.217  5.023  8.061  0.39
N  1.982  4.131  8.743  -0.41
H  3.015  5.831  6.282  0.27
H  1.607  6.681  6.906  0.26
H  3.169  6.871  7.693  0.28
C  -3.279  3.810  -4.963  -0.64
C  -2.175  2.903  -5.242  0.47
N  -1.310  2.177  -5.452  -0.48
H  -3.601  3.735  -3.923  0.07
H  -2.994  4.846  -5.144  0.27
H  -4.140  3.589  -5.593  0.35
C  -5.826  -0.474  1.771  -0.63
C  -5.862  0.981  1.730  0.47
N  -5.888  2.129  1.703  -0.46
H  -4.820  -0.847  1.971  0.01
H  -6.476  -0.862  2.554  0.30
H  -6.152  -0.910  0.828  0.33
C  1.047  3.423  -7.607  -0.49
C  1.283  3.058  -8.995  0.31
N  1.469  2.769  -10.091  -0.43
H  0.684  4.447  -7.521  0.28
H  0.306  2.772  -7.144  0.06
H  1.961  3.350  -7.018  0.26
C  -0.369  0.035  -11.631  -0.49
C  -0.484  -1.180  -10.837  0.32
N  -0.574  -2.138  -10.211  -0.36
H  0.144  -0.154  -12.574  0.25
H  -1.348  0.448  -11.870  0.25
H  0.193  0.806  -11.103  0.05
C  -6.844  5.572  -0.314  -0.85
C  -6.137  5.144  -1.511  0.44
N  -5.575  4.803  -2.451  -0.38
H  -7.897  5.760  -0.523  0.32
H  -6.792  4.810  0.465  0.20
H  -6.417  6.489  0.090  0.27